Run A
Here is a 2-piece molecular cluster, C9H16NS overall from OMol25. Energies are from ωB97M-V with the def2-TZVPD basis set.

Output
* LUMO (spin up / spin down): -3.67 / -3.67 eV
* net charge: +1
* HOMO energy (spin up / spin down): -11.51 / -11.51 eV

Positions of all 27 atoms, in Å:
C (2.74810, -0.21540, 0.00023)
C (-1.72842, -1.13674, 0.38813)
C (-1.58760, 1.24241, 1.02643)
C (-0.24314, -1.48004, 0.66803)
C (-0.17262, 0.85068, 1.49718)
C (-1.84077, 0.27066, -0.10318)
C (0.29634, -0.06887, 0.38521)
C (2.64250, -1.35378, -0.94503)
C (-0.13178, 1.61668, -1.48897)
N (-0.52497, 0.38186, -0.83344)
S (3.87709, 0.71174, 0.52647)
H (-2.12019, -1.93341, -0.25215)
H (-2.26853, -1.29069, 1.41619)
H (-2.34301, 1.23757, 1.86007)
H (-1.43918, 2.17809, 0.54794)
H (0.09025, -1.66656, 1.70446)
H (0.05756, -2.28984, 0.00746)
H (0.40749, 1.75609, 1.71980)
H (-0.23833, 0.13084, 2.37815)
H (-2.52168, 0.55559, -0.89225)
H (3.59425, -1.91099, -1.10018)
H (2.16330, -0.98958, -1.81265)
H (1.99332, -2.09419, -0.48168)
H (0.69852, 2.08638, -0.85932)
H (0.08176, 1.52839, -2.51897)
H (-1.01001, 2.31899, -1.26230)
H (-0.48026, -0.43588, -1.57560)

***

Run B
Here is a 2-piece molecular cluster, C9H16NS overall from OMol25. Energies are from ωB97M-V with the def2-TZVPD basis set.

Output
* LUMO (spin up / spin down): -4.12 / -4.12 eV
* net charge: +1
* HOMO energy (spin up / spin down): -12.61 / -12.61 eV

Positions of all 27 atoms, in Å:
C (-2.02525, -2.46072, 0.79051)
C (1.39081, -0.09382, 1.12300)
C (1.23490, -0.39943, -1.38843)
C (-0.11272, 0.22065, 1.22268)
C (-0.33211, -0.20585, -1.31075)
C (1.90327, 0.41127, -0.22598)
C (-0.80285, -0.47798, 0.10440)
C (3.39551, 0.33739, -0.39293)
C (-3.99562, 2.10239, 0.10910)
N (-1.26056, -1.61199, 0.36752)
S (-3.39797, 0.61081, -0.20000)
H (-1.81572, -3.47979, 1.21394)
H (1.77757, 0.52600, 1.88156)
H (1.80286, -1.11332, 1.26039)
H (1.40890, -1.43910, -1.53765)
H (1.56170, 0.03935, -2.31620)
H (-0.50997, 0.08281, 2.29571)
H (-0.11908, 1.29202, 1.16657)
H (-0.51597, 0.91715, -1.57726)
H (-0.77294, -0.88939, -1.99311)
H (1.52785, 1.45666, -0.40288)
H (3.92541, 0.62300, 0.49606)
H (3.54728, 1.08628, -1.12727)
H (3.59496, -0.66754, -0.57928)
H (-5.05214, 2.40496, -0.05543)
H (-3.09729, -2.18273, 0.74708)
H (-3.26084, 2.91096, 0.32866)

***

Pick the least stable structure from those above. Pick: run A